# 1
Density functional theory data (ωB97M-V with the def2-TZVPD basis set) for a cluster of 2 separate species, CH4F2NP in total at a distorted geometry.

Output
Relative energy (zero: lowest compared OMol25 entry of this formula, charge and spin) = 480.5 kJ/mol
E_LUMO = 0.0158 Eh
HOMO level = -0.35003 Ha
Net charge = 0
Multiplicity = 1

Geometry (Å):
C  -0.4092  0.2644  -0.5022
N  1.2584  0.6221  0.7473
F  0.0759  0.1605  -1.7273
F  -1.0786  1.3796  -0.4262
P  -1.4948  -1.1085  0.2060
H  1.3863  1.3868  0.1953
H  1.8610  -0.0498  0.3015
H  -1.0115  -0.5676  1.3462
H  -0.5876  -2.0875  -0.1405

# 2
Density functional theory data (ωB97M-V with the def2-TZVPD basis set) for a structure of composition CH4F2NP at a distorted geometry.

Output
Relative energy (zero: lowest compared OMol25 entry of this formula, charge and spin) = 325.9 kJ/mol
E_LUMO = 0.0310 Eh
HOMO level = -0.37656 Ha
Net charge = 0
Multiplicity = 1

Geometry (Å):
C  -0.0782  0.3170  -0.3281
N  -0.6596  -0.7231  -0.9124
F  -0.9159  0.8742  1.0591
F  -0.1892  1.4302  -1.0295
P  1.5502  0.1533  0.4409
H  -0.4738  -1.5473  -0.4281
H  -1.4504  -0.3292  -1.4510
H  1.2266  -0.9374  1.1331
H  0.9902  0.7622  1.5160

# 3
Density functional theory data (ωB97M-V with the def2-TZVPD basis set) for an isolated molecule of CH4FIP2 at a distorted geometry.

Output
Relative energy (zero: lowest compared OMol25 entry of this formula, charge and spin) = 54.6 kJ/mol
E_LUMO = -0.0224 Eh
HOMO level = -0.33331 Ha
Net charge = 0
Multiplicity = 1
SMILES = C[PH]#P(F)I

Geometry (Å):
C  -1.4283  -0.1132  0.2468
F  1.4579  -1.7880  0.0439
P  0.1203  0.7550  0.5424
P  1.4461  -0.3176  -0.8400
I  3.6829  0.6614  -0.0169
H  -1.3915  -1.1177  0.8218
H  -1.4259  -0.3267  -0.8129
H  -2.3034  0.5646  0.4436
H  -0.1581  1.6822  -0.4287

# 4
Density functional theory data (ωB97M-V with the def2-TZVPD basis set) for a cluster of 3 separate species, CH4FN in total at a distorted geometry.

Output
Relative energy (zero: lowest compared OMol25 entry of this formula, charge and spin) = 250.4 kJ/mol
E_LUMO = 0.0330 Eh
HOMO level = -0.37724 Ha
Net charge = 0
Multiplicity = 1

Geometry (Å):
C  0.1326  -0.2418  0.4591
N  -1.0105  -0.0586  1.1186
F  -0.1160  -1.5043  -0.2437
H  2.0113  0.7352  -2.5833
H  1.7879  1.0371  -1.8255
H  -0.9467  0.6888  1.7689
H  -1.8585  -0.6564  1.3058

# 5
Density functional theory data (ωB97M-V with the def2-TZVPD basis set) for a structure of composition CH4FN2O at a distorted geometry.

Output
Relative energy (zero: lowest compared OMol25 entry of this formula, charge and spin) = 265.3 kJ/mol
E_LUMO = 0.1668 Eh
HOMO level = -0.09811 Ha
Net charge = -1
Multiplicity = 1

Geometry (Å):
C  -0.1271  0.0722  0.4733
N  1.0600  0.6424  -0.0459
N  -1.1171  0.1067  -0.3587
O  -2.3427  0.1219  -0.0078
F  0.5795  -1.9741  -0.2846
H  -0.2919  0.2567  1.8479
H  1.1949  0.1030  -0.8372
H  1.9097  0.7959  0.5102
H  -0.8654  -0.1247  -1.2973

# 6
Density functional theory data (ωB97M-V with the def2-TZVPD basis set) for a cluster of 2 separate species, CH4FNO2 in total at a distorted geometry.

Output
Relative energy (zero: lowest compared OMol25 entry of this formula, charge and spin) = 519.1 kJ/mol
E_LUMO = 0.0258 Eh
HOMO level = -0.35795 Ha
Net charge = 0
Multiplicity = 1

Geometry (Å):
C  -0.1420  0.3201  0.2000
N  0.7316  -0.6258  -0.5118
O  -1.3507  0.3193  -0.4313
O  -0.1255  -0.1785  1.4395
F  1.4847  -0.0290  -1.5429
H  0.3213  1.8719  0.0005
H  1.3705  -1.1308  0.2165
H  -1.2807  -0.1836  -1.1964
H  -1.0091  -0.3635  1.8259

# 7
Density functional theory data (ωB97M-V with the def2-TZVPD basis set) for a cluster of 2 separate species, CH4FNP2 in total at a distorted geometry.

Output
Relative energy (zero: lowest compared OMol25 entry of this formula, charge and spin) = 177.1 kJ/mol
E_LUMO (alpha / beta) = -0.0380 / -0.0379 Eh
HOMO level (alpha / beta) = -0.28207 / -0.28205 Ha
Net charge = 0
Multiplicity = 1

Geometry (Å):
C  -0.0344  1.1390  1.4056
N  0.5172  -0.0052  -0.8198
F  -1.1084  -2.4551  -2.5447
P  1.2775  -1.2411  -1.2596
P  -0.3237  1.2378  -0.3953
H  1.0110  1.3154  1.6565
H  -0.1122  0.2252  1.9178
H  -0.6530  1.8233  1.9512
H  -0.5741  -2.0393  -1.9117

# 8
Density functional theory data (ωB97M-V with the def2-TZVPD basis set) for an isolated molecule of CH4FNP2 at a distorted geometry.

Output
Relative energy (zero: lowest compared OMol25 entry of this formula, charge and spin) = 162.7 kJ/mol
E_LUMO = 0.0206 Eh
HOMO level = -0.33632 Ha
Net charge = 0
Multiplicity = 1
SMILES = [H]/N=C(/F)[PH]#[PH2]

Geometry (Å):
C  1.1070  0.5201  0.6611
N  0.9011  1.7723  0.7977
F  2.3224  -0.0383  0.6918
P  -0.9611  -0.5886  -1.5714
P  -0.2998  -0.8476  0.5260
H  -0.0816  2.0460  0.9168
H  0.1631  -1.4618  -1.8017
H  -1.9968  -1.4687  -1.2930
H  -1.1544  0.0665  1.0727

# 9
Density functional theory data (ωB97M-V with the def2-TZVPD basis set) for a structure of composition CH4FOP at a distorted geometry.

Output
Relative energy (zero: lowest compared OMol25 entry of this formula, charge and spin) = 255.4 kJ/mol
E_LUMO = 0.0200 Eh
HOMO level = -0.35816 Ha
Net charge = 0
Multiplicity = 1

Geometry (Å):
C  -0.4328  0.4144  0.3353
O  0.4661  1.4874  0.1896
F  1.2268  -1.0142  -1.1839
P  0.6482  -1.0365  0.3455
H  -0.8118  0.5613  1.2838
H  -1.3758  0.5633  -0.3408
H  0.8870  1.3778  -0.7938
H  -0.6077  -2.3534  0.1645

# 10
Density functional theory data (ωB97M-V with the def2-TZVPD basis set) for a cluster of 2 separate species, CH4FOP in total at a distorted geometry.

Output
Relative energy (zero: lowest compared OMol25 entry of this formula, charge and spin) = 0.0 kJ/mol
E_LUMO (alpha / beta) = 0.0193 / -0.0441 Eh
HOMO level (alpha / beta) = -0.24691 / -0.40103 Ha
Net charge = 0
Multiplicity = 3

Geometry (Å):
C  -0.7163  0.1010  0.5039
O  -0.6270  1.4393  0.4412
F  2.2944  0.9563  -0.3169
P  2.1654  -0.4439  0.4924
H  -0.8461  -0.4387  1.3766
H  -0.6688  -0.3809  -0.4045
H  -0.1883  1.6110  -0.3966
H  1.6531  -0.9903  -0.6949